A 8-piece molecular cluster, C13H41BCl4O12P overall in a non-equilibrium geometry. Source: the Open Molecules 2025 dataset; level of theory: ωB97M-V/def2-TZVPD.

XYZ file:
```
72
Properties=species:S:1:pos:R:3:forces:R:3
B -0.4107 -0.4373 1.3232 0.197 0.038 -0.066
H 0.4524 -0.3361 0.5620 -0.057 -0.249 -1.343
H -1.4332 -0.1690 0.8741 -1.495 0.409 -0.686
H -0.4454 -1.5141 1.7278 -0.108 -1.557 0.465
H -0.2036 0.3125 2.1785 0.298 1.026 1.129
C 2.8113 2.8944 -4.3756 -0.907 2.022 1.426
O 2.6626 1.5574 -3.9277 0.851 -0.554 0.046
P 1.4909 0.6595 -4.4885 -1.561 -0.483 0.296
O 0.1691 1.3273 -4.4304 0.939 -0.290 -0.515
O 1.9537 0.2418 -5.9404 -0.549 0.096 -0.502
C 2.9943 -0.6755 -6.2148 0.451 -0.998 0.498
O 1.5187 -0.7304 -3.7026 0.454 1.419 -0.194
C 1.5035 -0.6460 -2.2502 0.634 -0.734 0.215
H 1.8826 3.2831 -4.7960 0.182 -0.343 -0.689
H 3.7159 3.1881 -4.9044 -0.017 -1.033 -0.587
H 2.8593 3.5456 -3.4933 0.109 -0.420 0.279
H 2.7701 -1.3172 -7.0670 -0.376 0.505 -0.263
H 3.0921 -1.3887 -5.3932 0.174 0.230 0.153
H 3.9488 -0.1801 -6.3875 -0.088 0.207 0.055
H 2.3922 -1.1852 -1.9206 -0.232 -0.099 -0.034
H 0.6179 -1.1341 -1.8522 -0.178 0.144 -0.219
H 1.6322 0.3631 -1.8635 -0.326 0.020 -0.395
C -0.6767 3.6270 -1.7960 -1.339 0.233 -0.684
C 0.0290 2.4502 -1.2069 0.605 -0.331 0.549
O -0.1668 2.3350 0.1931 -0.332 0.426 -0.001
O -0.2509 3.8135 -3.1456 0.160 0.158 0.250
H -0.5635 4.5414 -1.2130 0.495 0.030 -0.148
H -1.7599 3.4614 -1.8417 -0.034 -0.177 0.397
H 1.0979 2.6195 -1.3899 0.118 -0.249 -0.261
H -0.3087 1.5487 -1.7239 0.124 -0.043 -0.037
H -0.0755 1.4090 0.4662 -0.514 0.172 -0.221
H -0.4315 2.9761 -3.6107 0.277 0.166 -0.007
C -4.2942 0.8042 2.8794 0.444 -0.966 -0.982
C -3.0488 0.4590 3.7232 -1.021 0.931 0.380
O -2.3994 -0.7621 3.4811 -0.224 0.139 -0.611
O -3.9604 1.0871 1.5155 -0.173 0.399 0.240
H -4.8689 1.6286 3.3064 0.482 0.382 -0.038
H -5.0248 -0.0132 2.8330 0.264 -0.355 0.443
H -3.4577 0.5145 4.7386 0.490 -0.506 0.243
H -2.3250 1.2769 3.6509 -0.110 0.162 -0.125
H -1.7569 -0.6134 2.7471 -0.612 -0.280 0.812
H -3.1411 0.6206 1.3205 0.093 0.025 -0.088
C -3.6466 -3.1233 -1.1330 0.708 0.296 0.159
C -2.9168 -1.7781 -1.1776 -0.295 -0.330 0.353
O -1.5266 -1.8816 -0.9832 0.371 -0.237 -0.276
O -3.4444 -3.8637 -2.3347 -0.458 0.009 -0.093
H -4.6974 -2.8653 -1.0000 -0.192 -0.407 -0.409
H -3.3426 -3.7591 -0.2982 0.067 0.293 0.284
H -3.3639 -1.1084 -0.4398 -0.037 0.077 0.082
H -3.1558 -1.3988 -2.1753 0.249 0.301 -0.048
H -1.2192 -1.3403 -0.2237 -0.569 -0.368 -0.539
H -2.5115 -4.0928 -2.3840 0.053 0.113 0.092
C 1.1095 -2.8120 3.8706 0.757 1.159 0.019
C 2.2107 -3.1790 2.8726 0.552 -0.159 -0.133
O 1.7774 -3.2163 1.5128 -0.163 -0.071 0.443
O 0.9150 -1.3903 3.9593 0.004 -0.245 -0.572
H 1.4345 -3.0516 4.8839 -0.076 -0.440 -0.074
H 0.1677 -3.3099 3.6306 0.040 -0.168 -0.012
H 2.6884 -4.1319 3.1270 -0.635 -0.386 -0.163
H 3.0891 -2.5231 2.9271 -0.410 0.591 0.338
H 1.0691 -2.5620 1.4346 -0.003 -0.055 -0.257
H 0.5387 -1.0486 3.1180 0.084 -0.313 0.696
C 2.3455 0.7326 1.0793 0.425 -0.398 0.248
Cl 3.0544 1.3511 2.5823 -0.053 0.016 -0.209
Cl 3.5766 0.3047 -0.1293 0.417 0.380 0.296
H 1.7838 -0.1791 1.2637 0.909 0.366 0.449
H 1.6400 1.4527 0.6746 0.668 0.248 0.079
C 0.8230 1.3851 5.2353 -0.783 -0.255 0.137
Cl 2.0126 2.5903 5.7430 -0.122 -0.180 0.170
Cl -0.6847 1.3734 6.2124 0.212 0.381 0.087
H 0.5211 1.6190 4.2216 0.146 -0.098 -0.037
H 1.1618 0.3631 5.3452 0.547 0.209 -0.289
```
Positions in Å, forces in eV/Å.

Its gap between HOMO and LUMO is 9.68 eV. Its total charge is -1. The value obtained for the calculated total energy is -3629.7976 Eh. For the largest force on an atom, the calculation gives 2.63 eV/Å. For the LUMO energy, the calculation gives 2.4 eV.

=====

C13H41BNO13P3Si2 as an isolated structure in a non-equilibrium geometry. Source: the Open Molecules 2025 dataset; level of theory: ωB97M-V/def2-TZVPD.

XYZ file:
```
74
Properties=species:S:1:pos:R:3:forces:R:3
N -2.6397 -2.8379 0.9396 -0.028 -0.529 -0.034
B -1.6292 -3.7799 0.4297 0.212 0.011 0.825
O -1.2131 -4.9029 1.1503 -0.647 -0.048 -0.990
Si -0.7016 -3.5300 -1.3231 0.212 -0.546 0.800
O 0.9266 -3.2537 -0.9622 -0.567 1.123 -1.582
Si 1.5888 -1.9440 -1.7931 0.349 -0.558 0.562
C 0.4469 -0.4435 -1.9274 -0.033 0.652 0.536
P -0.3481 0.0990 -0.3654 -1.006 -0.623 -0.311
O -0.1020 -0.7582 0.8051 0.424 -0.243 -0.098
O -1.9548 0.1589 -0.6872 1.587 0.022 0.036
O 0.1070 1.6101 -0.1035 -0.298 -0.217 -0.387
H -2.1756 -2.3316 1.6991 -0.053 0.338 -0.246
H -3.3910 -3.3457 1.4084 0.001 0.106 0.078
H -1.9442 -5.5178 1.3038 0.190 0.095 0.614
H -1.3288 -2.4244 -2.0853 0.177 0.090 -0.131
H -0.9184 -4.7453 -2.1400 0.228 0.009 -0.142
H 1.9716 -2.3297 -3.1674 -0.187 -0.033 -0.054
H 2.8399 -1.5798 -1.1009 -0.099 0.109 0.111
H 1.0689 0.3994 -2.2630 -0.030 -0.164 0.008
H -0.3237 -0.5807 -2.6879 0.092 -0.008 0.082
H -2.2315 -0.7710 -0.7843 -0.285 0.122 0.256
H 0.7172 1.6217 0.6486 -0.201 0.038 0.034
O 3.4386 -4.5958 5.5022 0.031 -0.801 -3.247
P 2.4040 -3.6466 4.9977 -1.836 3.323 5.896
O 3.0281 -2.1730 5.3870 0.101 -0.535 -1.042
C 4.4130 -1.8903 5.2190 0.422 0.192 0.128
C 4.6692 -1.0929 3.9542 -0.139 -0.023 -0.107
O 1.2556 -3.8092 6.1468 -0.166 -0.309 -0.626
C 1.2515 -4.9325 7.0250 0.135 -0.068 0.281
C 1.9637 -4.6044 8.3225 -0.028 0.161 0.147
O 1.2342 -3.0109 4.0425 1.546 -2.015 -1.182
C 1.5622 -2.4261 2.7792 -0.188 0.332 -0.453
C 2.3208 -3.3626 1.8757 0.118 -0.329 0.278
H 5.0118 -2.8027 5.2097 -0.162 -0.101 0.077
H 4.7265 -1.3088 6.0883 -0.102 -0.011 0.032
H 4.4486 -1.6889 3.0653 0.045 0.003 0.009
H 5.7142 -0.7837 3.9009 0.001 -0.014 0.035
H 4.0390 -0.2027 3.9228 0.037 0.021 0.046
H 1.6885 -5.8060 6.5424 0.128 0.080 -0.012
H 0.2071 -5.1747 7.2327 -0.044 0.145 -0.105
H 2.9384 -4.1519 8.1424 0.049 -0.161 -0.137
H 2.0997 -5.5022 8.9280 -0.017 0.004 -0.003
H 1.3835 -3.8828 8.9008 -0.029 -0.038 0.000
H 2.0981 -1.4864 2.9348 0.075 -0.089 0.161
H 0.6215 -2.1643 2.2983 0.001 -0.051 0.264
H 3.2537 -3.7124 2.3377 0.023 0.104 -0.013
H 2.5614 -2.8571 0.9491 0.100 0.021 -0.156
H 1.7209 -4.2440 1.6466 -0.017 0.029 -0.048
O -1.6818 3.8734 -5.8254 3.028 0.818 1.297
P -2.0901 4.9777 -4.9080 -7.054 0.108 -1.132
O -3.1424 4.2451 -3.8813 1.192 0.199 0.164
C -2.8889 2.9370 -3.3716 -0.124 -0.469 0.218
C -2.3399 2.9812 -1.9598 0.107 0.141 -0.001
O -3.1143 5.8086 -5.8661 0.675 0.331 0.131
C -3.1111 5.6228 -7.2809 -0.152 -0.194 -0.233
C -4.1565 4.6049 -7.6921 -0.215 -0.015 0.049
O -1.9895 6.3383 -3.9905 2.500 -1.042 -0.653
C -1.3068 6.3233 -2.7395 0.165 0.141 0.593
C 0.1212 5.8309 -2.8516 -0.008 0.004 -0.143
H -2.2063 2.3804 -4.0169 -0.044 0.151 -0.166
H -3.8422 2.4048 -3.3777 -0.045 0.104 -0.052
H -1.3421 3.4294 -1.9444 -0.006 -0.025 0.004
H -2.2601 1.9744 -1.5439 -0.164 0.380 -0.205
H -2.9820 3.5789 -1.3105 -0.039 -0.043 -0.007
H -2.1205 5.3395 -7.6346 -0.010 -0.120 0.093
H -3.3442 6.5889 -7.7327 -0.015 0.067 0.179
H -4.0863 3.6941 -7.0980 0.211 -0.010 -0.042
H -4.0507 4.3453 -8.7468 -0.002 0.019 0.003
H -5.1589 5.0070 -7.5345 0.016 0.029 -0.035
H -1.8800 5.7433 -2.0125 -0.017 -0.149 -0.154
H -1.3036 7.3529 -2.3781 -0.102 0.024 -0.184
H 0.1634 4.8217 -3.2768 -0.009 -0.022 0.094
H 0.5932 5.8101 -1.8689 0.000 -0.043 -0.013
H 0.7019 6.4859 -3.5023 -0.005 0.004 0.010
```
Positions in Å, forces in eV/Å.

Its gap between HOMO and LUMO is 10.04 eV. Its total charge is 0. The value obtained for the calculated total energy is -3181.0031 Eh. For the largest force on an atom, the calculation gives 7.15 eV/Å. For the LUMO energy, the calculation gives 0.0 eV.